Record 1
C17H31F5P2Re | ωB97M-V with the def2-TZVPD basis set

Geometry as XYZ:
```
56
Properties=species:S:1:pos:R:3:forces:R:3
P 0.10251 -1.12229 -2.13567 -2.3 -5.7 -2.0
P -0.03640 -1.54257 1.74313 -3.1 -5.1 2.0
C 0.39544 -2.69038 -0.89741 0.2 1.1 0.5
C -0.55615 -2.77708 0.26916 0.5 1.1 -0.5
H 1.44974 -2.65125 -0.58649 -0.2 0.0 -0.1
H 0.33977 -3.57306 -1.53923 -0.2 0.4 -0.1
H -1.58406 -2.58260 -0.06394 0.3 0.1 0.3
H -0.58584 -3.82318 0.62625 0.3 0.7 0.6
C 1.12406 -2.69936 2.70732 0.6 0.9 -0.4
H 1.30709 -2.18314 3.66376 0.0 -0.4 -0.2
H 2.09281 -2.87496 2.20806 -0.3 0.3 0.2
H 0.67141 -3.69852 2.88466 -0.1 1.0 -0.2
C -1.56690 -2.29914 2.71490 0.1 0.1 0.7
H -1.59527 -3.35652 3.02837 0.2 0.3 -0.6
H -2.47621 -2.00155 2.17097 0.1 0.0 0.1
H -1.56404 -1.67531 3.63027 -0.3 -0.9 -0.2
C 1.48146 -1.79437 -3.25776 0.5 1.2 -0.4
H 1.67964 -1.12088 -4.09505 0.1 -0.1 0.1
H 1.17036 -2.76763 -3.65520 -0.1 0.5 0.2
H 2.39802 -1.95104 -2.67552 -0.2 0.4 0.0
C -1.07985 -2.42828 -3.02026 -0.6 0.0 -0.3
H -1.97489 -2.57637 -2.40585 0.1 0.1 0.1
H -0.59613 -3.41090 -3.16231 -0.2 0.6 0.0
H -1.45245 -2.06989 -3.99242 0.4 0.0 0.3
Re 2.18639 2.45329 -0.54369 0.7 1.0 0.5
C -1.76243 0.59237 2.34999 2.5 0.3 1.0
C -0.60921 -0.13365 2.74488 -0.8 4.0 -2.2
C 1.51937 -0.33049 0.77986 0.3 1.4 -1.3
C 1.48464 0.72273 -0.19093 -0.1 -0.5 -0.6
C -1.48805 0.06129 -2.64636 1.9 3.3 2.9
C -2.36462 0.47352 -1.66792 0.5 -0.2 0.4
C -2.52584 0.13905 -0.17567 -1.3 -0.7 0.1
C -1.87582 1.08462 0.89804 -0.9 0.3 -1.0
C 1.03787 3.69237 -1.70497 -1.0 0.0 -0.3
H -2.42997 1.10988 3.11682 1.4 -0.5 -1.0
H 0.31165 0.31795 3.20994 -1.5 -0.7 1.0
H 1.47989 -1.34110 0.37160 1.5 0.5 0.2
H 2.04895 0.00702 1.67105 0.0 -0.9 0.2
H 3.67400 2.45378 -1.35313 0.2 -0.3 0.1
H 1.37638 0.51776 -1.30571 -0.3 -0.2 0.7
H -0.96439 0.95124 -3.14879 -1.3 -1.6 -0.5
H -3.17755 1.19904 -1.91072 1.0 -0.4 -0.7
H -2.42568 -0.92014 0.06040 0.6 0.0 -0.3
H -3.58502 0.30625 0.06272 0.0 -0.3 -0.4
H -0.91721 1.50448 0.48833 -0.6 -0.5 0.8
H -2.62962 1.90121 0.92742 0.9 -0.1 0.2
H 0.09153 4.15227 -1.36062 0.5 -0.4 -0.1
H 0.81203 3.12423 -2.62120 0.1 0.1 0.0
H 1.70398 4.53536 -1.98092 0.2 -0.4 0.2
F 3.24595 4.11769 1.53215 -1.6 -0.7 -0.5
C 1.98733 3.59812 1.21094 -0.1 0.9 1.5
F 1.58165 2.81993 2.33635 0.5 0.8 -1.8
C 0.99748 4.83646 1.15365 -0.3 1.6 1.6
F 1.48444 5.84804 0.38223 -0.5 -1.6 0.3
F -0.27029 4.50934 0.75637 1.4 0.0 0.1
F 0.85804 5.36636 2.39815 0.3 -0.8 -1.0
```
Forces are in eV/Å.

Values from the calculation:
HOMO (alpha / beta) = -0.5010 / -0.5500 Eh
<S²> = 3.819
Total charge = +2
Electronic energy = -1925.50157 Ha
Multiplicity = 4
HOMO-LUMO gap (alpha / beta) = 5.6 / 6.4 eV

Record 2
C17H32AsN4NdO4PSTe | ωB97M-V with the def2-TZVPD basis set

Geometry as XYZ:
```
62
Properties=species:S:1:pos:R:3:forces:R:3
Nd 0.26318 0.10745 0.14691 0.8 1.1 -1.4
C -1.73208 -5.40468 -2.66265 -1.5 1.1 0.4
C -2.61390 -4.66963 -1.58226 2.6 0.0 -0.1
N -2.61754 -3.20793 -1.75829 -0.3 -0.2 0.1
C -1.70331 -2.39342 -1.18320 0.7 -1.7 1.0
S -2.04687 -0.72511 -1.15084 0.1 0.7 -0.2
N -0.65897 -3.04712 -0.59252 -0.5 0.7 -1.1
N 0.46556 -2.27101 -0.41265 1.1 -1.5 -0.8
C 1.62751 -2.92067 -0.56090 -3.1 0.9 1.2
C 1.68101 -4.40147 -0.73922 0.4 -0.2 0.3
C 2.81332 -2.14777 -0.28839 2.9 1.7 0.8
C 4.10470 -2.73948 -0.29367 -2.0 -1.9 -0.6
C 5.18974 -2.02431 0.10701 1.7 1.0 0.7
C 5.03300 -0.68685 0.44036 1.7 1.4 0.1
C 3.79736 -0.07373 0.31296 0.2 0.5 0.5
N 2.73438 -0.79966 0.05083 -2.2 -1.8 -1.1
H -0.78716 -4.91346 -2.84920 0.3 0.0 0.4
H -2.28961 -5.34344 -3.59551 0.1 -0.3 -0.2
H -1.64677 -6.43161 -2.34924 0.3 -0.4 -0.1
H -2.11519 -4.86111 -0.58543 -1.1 0.1 -1.0
H -3.61492 -5.05950 -1.68891 -0.3 0.1 0.5
H -3.35517 -2.78817 -2.31878 0.3 0.0 0.5
H 0.66585 -4.81575 -0.79833 0.5 0.3 -0.2
H 2.16366 -4.83702 0.16616 -0.1 0.2 -0.6
H 2.29460 -4.63868 -1.62129 -0.3 -0.2 0.3
H 4.18007 -3.82723 -0.56202 0.1 1.3 0.3
H 6.21968 -2.42688 0.21480 -1.0 -0.1 -0.3
H 5.92464 -0.06107 0.74060 -1.2 -0.9 -0.4
H 3.59357 1.01660 0.45529 0.4 -1.0 0.0
C -1.49200 2.03611 4.51132 -1.0 0.2 -0.2
As -0.93805 0.41892 3.59148 -1.5 1.0 0.3
C -2.43336 -0.87016 3.75258 1.3 -0.7 -0.2
C 0.67965 -0.26479 4.22590 0.9 -1.8 1.1
O -0.45285 0.86227 2.04023 -1.0 -0.5 0.7
H -1.17219 2.01167 5.55214 0.4 0.1 -0.1
H -2.60853 2.03627 4.57893 0.8 0.0 -0.4
H -1.14511 2.94378 3.96532 -0.1 -0.8 0.4
H -2.02521 -1.89076 3.53671 -0.5 0.9 -0.2
H -3.27425 -0.60094 3.12524 0.1 0.0 -0.3
H -2.77848 -0.90531 4.77799 0.1 0.3 0.4
H 1.26370 -0.34297 3.29262 -0.1 -0.4 0.6
H 0.57027 -1.24307 4.80735 0.2 1.2 -1.1
H 1.20556 0.42908 4.87286 -0.1 0.2 0.1
C -3.11565 4.68779 -0.47356 1.2 -0.4 0.3
C -1.75430 4.64215 0.30416 -0.8 -1.0 -1.8
O -1.19438 3.29706 0.02381 0.2 0.9 -0.7
P 0.13428 3.19938 -0.88785 0.8 -1.9 3.6
O 0.19314 1.76531 -1.41358 -0.3 -0.2 0.0
Te 1.92438 3.47751 0.72557 -0.3 -0.1 -0.6
O -0.02324 4.17679 -2.02917 0.5 0.8 -3.0
C 0.69814 3.86915 -3.36766 0.5 1.3 1.1
C 0.43155 5.16445 -4.09405 -0.9 0.4 0.3
H -3.76663 3.79813 -0.19739 0.8 1.3 -0.3
H -2.88614 4.67740 -1.56941 -0.4 -0.1 0.9
H -3.53873 5.65416 -0.20280 -0.6 -0.1 -0.2
H -1.89337 4.71329 1.36224 0.0 0.0 0.6
H -1.05611 5.43147 -0.02738 -0.3 -0.4 0.1
H 0.19083 3.00878 -3.81494 0.4 0.1 0.3
H 1.80439 3.73769 -3.17403 -1.4 -0.2 0.1
H -0.62221 5.15020 -4.34803 -0.4 0.3 0.1
H 0.89945 5.27693 -5.05406 0.8 -0.1 -0.2
H 0.60509 6.04498 -3.43416 0.2 -0.7 -0.6
```
Forces are in eV/Å.

Values from the calculation:
HOMO (alpha / beta) = -0.3466 / -0.3466 Eh
<S²> = 3.753
Total charge = +1
Electronic energy = -4991.64592 Ha
Multiplicity = 4
HOMO-LUMO gap (alpha / beta) = 6.2 / 6.2 eV

Record 3
C17H32BrN3O4 | ωB97M-V with the def2-TZVPD basis set

Geometry as XYZ:
```
57
Properties=species:S:1:pos:R:3:forces:R:3
C 3.07516 -2.29686 0.98790 0.4 0.3 0.0
C 3.22413 -1.82492 -0.43736 0.7 0.3 -0.2
O 4.31467 -1.47689 -0.87264 -0.9 -0.6 0.1
N 2.07048 -1.89078 -1.24409 0.4 0.4 -0.5
C 2.39005 -2.00808 -2.67279 0.3 0.0 0.3
C 1.07139 -0.89474 -0.87324 0.4 -0.2 0.6
C -0.35501 -1.11278 -1.31208 0.3 -0.1 -0.5
C -1.03347 0.16178 -0.79297 -0.8 -1.1 -0.4
C -1.56960 0.02518 0.65566 0.2 0.0 -0.1
C -1.16709 -1.18759 1.48302 -0.4 -0.1 0.4
C -1.78398 -1.12266 2.88802 1.1 0.2 0.4
C -0.97605 -0.10765 3.74357 -0.7 -0.1 -0.1
C -1.73261 -2.49761 3.55565 -0.5 0.1 0.2
C -2.17481 0.53714 -1.76696 0.5 0.4 -0.2
C -2.43063 2.02991 -1.95367 -0.2 0.2 0.3
O -1.41583 2.60470 -2.76639 0.4 -0.3 0.0
C -2.61575 2.82326 -0.62898 0.2 0.5 -0.3
N -1.45831 3.62803 -0.26778 -0.1 -0.1 -0.1
O 0.00182 1.13533 -0.88479 0.3 0.4 0.6
C 1.24438 0.57591 -1.30487 -0.6 0.9 -0.4
N 1.30519 0.81716 -2.74494 0.2 -0.7 0.0
C 2.37401 1.35728 -0.62983 -0.2 -0.3 0.0
C 2.28203 1.46642 0.86064 -1.4 -0.8 1.6
O 1.42531 1.03798 1.59849 1.8 0.8 -1.5
Br 3.79073 2.47513 1.65086 -0.3 -0.2 -0.2
H 2.90154 -3.36838 0.98462 -0.3 -0.1 0.0
H 2.28659 -1.78292 1.52794 -0.2 -0.1 0.1
H 4.01689 -2.11496 1.49224 0.1 0.1 0.1
H 2.97517 -1.16985 -3.03681 -0.1 0.1 -0.2
H 1.47423 -2.10640 -3.23772 -0.1 0.0 -0.1
H 3.00304 -2.89484 -2.80206 0.0 -0.2 0.0
H 1.14638 -0.82484 0.20745 -0.3 -0.1 0.1
H -0.31291 -1.07153 -2.40084 -0.2 0.1 -0.1
H -0.81750 -2.06558 -1.08780 0.0 0.0 0.5
H -1.31011 0.92702 1.20650 0.1 0.2 0.0
H -2.65539 0.00517 0.60860 -0.2 0.0 0.0
H -0.09346 -1.27069 1.63687 0.2 0.0 -0.1
H -1.48846 -2.11373 1.00895 -0.1 -0.1 -0.2
H -2.81365 -0.77887 2.83514 -0.2 0.0 -0.1
H -1.65124 0.48798 4.35600 0.0 0.1 0.1
H -0.40211 0.57343 3.12676 0.2 0.1 0.0
H -0.31933 -0.62855 4.43231 0.3 0.0 0.0
H -1.65801 -2.40016 4.63590 0.0 0.0 0.2
H -2.64197 -3.06546 3.36902 0.0 -0.2 -0.2
H -0.87553 -3.08045 3.22761 0.1 0.0 -0.1
H -1.90880 0.16988 -2.75664 0.0 -0.1 -0.1
H -3.10295 0.03963 -1.50047 -0.1 -0.1 0.3
H -3.37014 2.12229 -2.49932 -0.2 -0.1 0.0
H -1.82051 3.04382 -3.50826 -0.2 0.2 -0.2
H -2.93893 2.16054 0.17286 -0.1 -0.2 0.0
H -3.43131 3.52578 -0.78879 -0.1 0.1 0.0
H -1.73258 4.40311 0.31093 0.0 0.0 0.2
H -0.74250 3.08081 0.18456 0.1 0.0 0.0
H 2.18439 1.21416 -3.03578 0.1 0.0 -0.1
H 0.55184 1.43975 -3.00657 -0.1 0.2 0.1
H 3.32791 0.91680 -0.91301 0.2 0.0 0.1
H 2.36318 2.37236 -1.02061 0.0 0.2 0.0
```
Forces are in eV/Å.

Values from the calculation:
HOMO = -0.3283 Eh
Total charge = 0
SMILES = CC(=O)N(C)[C@@H]1C[C@](CCC(C)C)(C[C@H](O)CN)O[C@@]1(N)CC(=O)Br
Electronic energy = -3706.19804 Ha
HOMO-LUMO gap = 9.5 eV

Record 4
C17H32CaCl2O2P2 | ωB97M-V with the def2-TZVPD basis set

Geometry as XYZ:
```
56
Properties=species:S:1:pos:R:3:forces:R:3
P 0.95122 2.19001 -4.68776 1.1 0.6 0.1
P 4.09701 0.08474 -3.12593 1.2 1.6 -0.8
C 2.79771 2.24635 -4.77680 -0.1 0.3 -1.4
C 3.45704 0.86768 -4.72810 0.3 -1.1 -0.1
H 3.18442 2.94677 -4.03163 -0.2 -0.3 0.0
H 3.05508 2.71846 -5.74324 0.2 -0.2 0.2
H 2.77882 0.10166 -5.15759 0.4 0.4 -0.1
H 4.37699 0.88856 -5.33001 -0.4 -0.1 -0.2
C 5.35368 1.48015 -2.85963 -0.1 0.0 0.6
H 5.96065 1.27410 -1.96535 -0.2 0.1 -0.2
H 4.91104 2.48216 -2.74555 0.0 -0.5 0.1
H 6.03378 1.50181 -3.73152 -0.4 -0.1 0.3
C 5.39521 -1.04333 -3.82732 0.0 -0.3 -0.1
H 6.32857 -0.49510 -4.02393 -0.4 -0.3 -0.1
H 5.06106 -1.53665 -4.74744 0.0 0.0 0.1
H 5.61815 -1.81662 -3.08540 0.0 0.0 -0.1
C 0.38874 3.87301 -5.18600 0.0 -0.1 -0.7
H -0.66459 4.02221 -4.91057 0.2 -0.3 -0.1
H 0.48445 4.02266 -6.27179 0.0 -0.1 0.2
H 0.92205 4.68184 -4.66822 0.1 -0.5 0.0
C 0.32005 1.04533 -5.95202 0.1 0.1 -1.0
H 0.91599 0.11457 -5.94926 -0.4 0.5 0.0
H 0.38051 1.52470 -6.94986 -0.2 -0.5 0.3
H -0.72959 0.77627 -5.72511 0.5 0.2 0.0
Ca 1.75291 -1.83166 -2.60953 -1.1 0.0 1.0
C 2.89581 2.34049 -0.06712 -0.1 0.0 -0.3
C 3.24593 3.48140 -0.66960 -0.5 0.5 0.4
C 2.36002 4.20472 -1.64597 0.3 0.8 -0.2
C 0.84499 4.29606 -1.24845 2.2 1.3 -0.3
C 0.03861 3.65209 -2.25258 -1.2 -2.1 -0.9
C 0.31239 2.34723 -2.68323 -2.0 -0.1 2.5
C 1.36361 1.46907 -1.93798 0.4 -0.6 -1.4
C 1.62952 1.56040 -0.42855 0.0 -0.1 0.4
C -0.62261 -1.16338 -2.11713 0.0 -0.6 -0.7
H 3.56129 1.86808 0.66529 -0.3 0.3 -0.1
H 4.05384 4.13189 -0.33695 0.4 -0.8 0.1
H 2.43734 3.83003 -2.67457 -0.1 -0.3 0.5
H 2.75385 5.22575 -1.79473 -0.1 -0.2 0.4
H 0.74250 3.97663 -0.21418 -0.2 -0.2 0.1
H 0.66332 5.35641 -1.26224 -0.5 0.6 0.2
H -0.83363 4.16723 -2.63537 -0.2 -0.2 0.1
H -0.55785 1.74926 -3.04273 0.4 0.5 0.9
H 2.35692 1.64940 -2.41726 -0.8 -0.1 0.4
H 1.06469 0.40715 -2.19918 0.1 1.2 0.3
H 0.72439 1.89556 0.10261 0.4 0.3 -0.1
H 1.77153 0.55520 -0.02696 0.0 -0.1 -0.3
H -1.06235 -2.17982 -1.99953 0.1 0.5 0.1
H -1.35941 -0.59901 -2.71089 0.2 -0.1 -0.1
H -0.65256 -0.68315 -1.13447 0.2 -0.1 0.1
Cl 2.30231 -2.79557 2.44832 0.2 0.2 0.1
C 0.97774 -2.85169 1.28225 -0.3 -0.9 0.2
Cl -0.16415 -1.48956 1.50818 0.4 -0.4 -0.1
C 1.51799 -2.87613 -0.15762 -0.8 1.4 -1.1
O 0.98462 -3.62744 -1.02839 1.3 0.7 1.1
O 2.32620 -1.91529 -0.42695 -0.2 -1.2 -0.1
H 0.44145 -3.77287 1.51794 -0.1 0.3 -0.3
```
Forces are in eV/Å.

Values from the calculation:
HOMO = -0.2065 Eh
Total charge = 0
Electronic energy = -3097.98521 Ha
HOMO-LUMO gap = 4.9 eV